No. 1
Here is a 2-piece molecular cluster, C5H10N2O3 overall at a distorted geometry from the Open Molecules 2025 dataset. Energies are from ωB97M-V/def2-TZVPD.

Geometry as XYZ:
```
20
Properties=species:S:1:pos:R:3:mulliken_charge:R:1
C 0.042 -3.128 -0.477 0.704
C 1.234 0.378 -0.120 0.613
C -0.920 0.054 -1.133 -0.899
C -0.828 0.737 1.296 -0.980
C 0.485 -3.190 -1.664 -0.345
N 1.969 0.753 0.944 -0.506
N -0.136 0.604 0.000 0.072
O -0.288 -3.352 0.646 -0.467
O 1.712 -0.178 -1.061 -0.685
O 0.786 -2.340 -2.691 -0.480
H -1.903 0.421 -1.125 0.352
H -0.365 0.509 -2.002 0.303
H -0.881 -1.034 -1.079 0.177
H -0.119 0.624 2.183 0.400
H -1.443 1.715 1.393 0.253
H -1.382 -0.242 1.597 0.297
H 0.350 -4.209 -1.990 0.311
H 1.699 1.543 1.624 0.250
H 3.020 0.741 0.704 0.289
H 1.019 -1.517 -2.145 0.341
```

Summary:
relative energy (zero: lowest compared OMol25 entry of this formula, charge and spin) = 81.4 kcal/mol
LUMO level = 0.020 hartree
F_max = 4.36 eV Å⁻¹
highest occupied orbital energy = -8.148 eV
charge = 0
structure (SMILES) = CN(C)C(N)=O.O=C=CO
calculated total energy = -531.6753 hartree

No. 2
Here is an isolated molecule of C5H10N2O3 at a distorted geometry from the Open Molecules 2025 dataset. Energies are from ωB97M-V/def2-TZVPD.

Geometry as XYZ:
```
20
Properties=species:S:1:pos:R:3:mulliken_charge:R:1
C -0.483 -0.999 -0.816 0.398
C -0.171 -1.132 -2.337 0.258
C 0.266 0.174 -0.066 -0.974
C -0.291 0.371 1.413 -0.441
C 0.299 1.659 2.173 0.406
H -0.553 -3.223 -0.457 0.326
H 0.675 -2.373 0.037 0.318
H -1.644 -0.745 -0.974 0.232
H 0.332 1.132 -0.488 0.488
H 1.375 -0.164 -0.205 0.308
H -1.334 0.653 1.420 0.284
H 0.019 -0.382 2.213 0.305
H -1.069 1.775 4.201 0.288
H 0.240 3.002 3.817 0.313
H -0.471 -0.313 -3.937 0.390
N -0.360 -2.126 -0.040 -0.708
N -0.085 1.877 3.555 -0.555
O 0.187 -2.202 -2.871 -0.601
O 1.237 2.384 1.712 -0.597
O -0.446 0.061 -2.894 -0.438
```

Summary:
relative energy (zero: lowest compared OMol25 entry of this formula, charge and spin) = 95.8 kcal/mol
LUMO level = 0.020 hartree
F_max = 7.53 eV Å⁻¹
highest occupied orbital energy = -9.692 eV
charge = 0
structure (SMILES) = NC(=O)CC[C@H](N)C(=O)O
calculated total energy = -531.6523 hartree

No. 3
Here is C5H10N2O3S as an isolated structure at a distorted geometry from the Open Molecules 2025 dataset. Energies are from ωB97M-V/def2-TZVPD.

Geometry as XYZ:
```
21
Properties=species:S:1:pos:R:3:mulliken_charge:R:1
C 1.826 -0.444 0.196 0.092
C 0.366 -0.914 0.202 0.422
C 1.917 0.872 -0.489 -0.534
C -1.911 -0.220 0.967 -0.756
C -2.932 0.216 -0.115 0.540
H 3.738 -1.564 0.475 0.283
H 1.866 -2.347 -0.911 0.377
H 2.209 -0.356 1.259 0.373
H 2.917 1.341 -0.221 0.200
H 1.920 0.465 -1.675 0.328
H -0.341 2.438 -0.696 0.142
H -0.232 0.757 1.477 0.391
H -2.377 -1.270 0.828 0.271
H -2.173 0.319 1.835 0.402
H -3.189 1.055 -1.779 0.338
N 2.607 -1.329 -0.560 -0.753
N -0.578 0.004 0.831 -0.076
O -0.035 -1.904 -0.496 -0.717
O -4.087 -0.352 -0.140 -0.624
O -2.522 1.020 -1.088 -0.372
S 1.009 2.214 0.101 -0.326
```

Summary:
relative energy (zero: lowest compared OMol25 entry of this formula, charge and spin) = 166.9 kcal/mol
LUMO level = -0.007 hartree
F_max = 5.93 eV Å⁻¹
highest occupied orbital energy = -9.112 eV
charge = 0
calculated total energy = -929.7277 hartree

No. 4
Here is an isolated ion of composition C5H10N2P and charge +1 at a distorted geometry from the Open Molecules 2025 dataset. Energies are from ωB97M-V/def2-TZVPD.

Geometry as XYZ:
```
18
Properties=species:S:1:pos:R:3:mulliken_charge:R:1
C -0.919 1.000 -1.696 -0.362
C -0.857 -0.128 -0.900 0.694
C -1.664 -1.369 -0.854 -1.389
C 1.753 1.392 1.092 -0.828
C 0.453 -1.066 0.973 -0.964
N 0.779 1.158 0.076 0.090
N 0.030 -0.002 0.097 0.133
P 0.303 2.151 -1.199 -0.009
H -1.605 1.263 -2.566 0.337
H -1.114 -2.088 -1.410 0.370
H -2.549 -1.225 -1.612 0.344
H -2.099 -1.453 0.123 0.485
H 2.113 2.414 0.896 0.288
H 1.199 1.508 1.943 0.475
H 2.555 0.515 1.277 0.285
H 1.373 -1.446 0.586 0.462
H -0.463 -1.794 1.096 0.256
H 0.712 -0.830 2.079 0.334
```

Summary:
relative energy (zero: lowest compared OMol25 entry of this formula, charge and spin) = 11.7 kcal/mol
LUMO level = -0.162 hartree
F_max = 4.80 eV Å⁻¹
highest occupied orbital energy = -14.169 eV
charge = +1
structure (SMILES) = Cc1cpn(C)[n+]1C
calculated total energy = -647.0777 hartree

No. 5
Here is C5H10N2S as an isolated structure at a distorted geometry from the Open Molecules 2025 dataset. Energies are from ωB97M-V/def2-TZVPD.

Geometry as XYZ:
```
18
Properties=species:S:1:pos:R:3:mulliken_charge:R:1
C 1.227 -0.402 0.638 0.350
C 0.411 -1.441 -0.188 -0.719
C -1.677 -0.032 -0.440 -0.828
C -0.563 0.744 -0.544 0.117
C 0.307 0.793 0.803 -0.663
H 2.231 1.106 -1.586 0.145
H 1.654 -0.668 1.717 0.338
H 0.625 -2.498 0.115 0.347
H 0.619 -1.391 -1.360 0.235
H -1.046 -0.762 1.285 0.326
H -2.486 0.290 0.420 0.239
H -2.287 -0.065 -1.366 0.287
H -0.013 0.495 -1.401 0.343
H -0.506 2.602 0.433 0.293
H -0.413 0.705 1.666 0.427
N -1.080 -1.386 0.077 -0.507
N 0.097 1.946 -0.038 -0.507
S 2.899 -0.032 -0.231 -0.224
```

Summary:
relative energy (zero: lowest compared OMol25 entry of this formula, charge and spin) = 189.8 kcal/mol
LUMO level = -0.008 hartree
F_max = 6.98 eV Å⁻¹
highest occupied orbital energy = -8.731 eV
charge = 0
calculated total energy = -703.9213 hartree

No. 6
Here is an isolated ion of composition C5H10N3 and charge +1 at a distorted geometry from the Open Molecules 2025 dataset. Energies are from ωB97M-V/def2-TZVPD.

Geometry as XYZ:
```
18
Properties=species:S:1:pos:R:3:mulliken_charge:R:1
C -0.478 0.674 1.566 0.109
C -0.604 1.866 -0.769 -0.514
C -0.250 -1.445 0.264 -0.806
C 0.944 0.028 -1.559 0.050
C -0.114 -0.844 1.793 -0.393
N -0.760 1.513 0.646 -0.459
N 0.246 1.057 -1.692 -0.121
N 0.834 -0.993 -0.702 -0.130
H -0.835 -1.288 2.462 0.349
H -0.361 2.928 -0.955 0.366
H 0.921 -0.907 2.355 0.305
H -0.184 -2.627 0.249 0.327
H -1.191 -1.123 -0.123 0.395
H 1.756 -0.078 -2.234 0.387
H -0.537 1.065 2.622 0.303
H 0.351 1.603 -2.496 0.248
H 1.658 -1.502 -0.619 0.230
H -1.617 1.985 -1.182 0.356
```

Summary:
relative energy (zero: lowest compared OMol25 entry of this formula, charge and spin) = 76.3 kcal/mol
LUMO level = -0.118 hartree
F_max = 4.17 eV Å⁻¹
highest occupied orbital energy = -12.993 eV
charge = +1
structure (SMILES) = C1=N\CN/C=[NH+]\CC/1
calculated total energy = -360.4535 hartree

No. 7
Here is an isolated ion of composition C5H10N3 and charge +1 at a distorted geometry from the Open Molecules 2025 dataset. Energies are from ωB97M-V/def2-TZVPD.

Geometry as XYZ:
```
18
Properties=species:S:1:pos:R:3:mulliken_charge:R:1
C -2.169 -0.566 -0.757 -0.616
C -1.719 0.709 -0.788 -0.230
C -1.022 -1.366 -0.668 0.041
C 1.360 -0.182 1.487 -1.121
C 1.296 -0.859 0.207 -0.405
N -0.373 0.813 -0.643 0.324
N 0.061 -0.618 -0.511 0.322
N 0.415 1.881 -0.534 -0.840
H -3.105 -0.982 -0.803 0.462
H -2.325 1.532 -0.708 0.500
H -1.020 -2.446 -0.451 0.383
H 1.144 0.856 1.303 0.252
H 2.368 -0.319 1.842 0.387
H 0.655 -0.587 2.121 0.380
H 1.224 -1.902 0.503 0.282
H 2.181 -0.856 -0.400 0.357
H 0.449 2.394 0.244 0.241
H 0.581 2.498 -1.445 0.281
```

Summary:
relative energy (zero: lowest compared OMol25 entry of this formula, charge and spin) = 84.2 kcal/mol
LUMO level = -0.149 hartree
F_max = 7.21 eV Å⁻¹
highest occupied orbital energy = -14.547 eV
charge = +1
structure (SMILES) = CC[n+]1cccn1N
calculated total energy = -360.4410 hartree

No. 8
Here is an isolated ion of composition C5H10N3 and charge +1 at a distorted geometry from the Open Molecules 2025 dataset. Energies are from ωB97M-V/def2-TZVPD.

Geometry as XYZ:
```
18
Properties=species:S:1:pos:R:3:mulliken_charge:R:1
C -1.034 -0.434 1.735 0.100
C 0.412 1.073 1.273 0.450
C 1.144 2.223 1.369 -0.893
C -0.679 -2.063 -0.207 -0.690
C 0.001 0.859 -1.188 -0.792
N -0.441 0.582 2.223 -0.476
N -0.572 -0.834 0.523 -0.093
N 0.378 0.186 0.094 0.126
H -1.882 -0.989 2.263 0.360
H 1.851 2.563 0.606 0.267
H 1.194 2.630 2.392 0.312
H -0.529 -1.721 -1.316 0.197
H 0.270 -2.673 0.024 0.323
H -1.740 -2.400 -0.199 0.347
H -1.158 1.145 -1.123 0.324
H 0.616 1.679 -1.364 0.367
H -0.053 0.060 -1.880 0.365
H 1.329 -0.297 -0.128 0.405
```

Summary:
relative energy (zero: lowest compared OMol25 entry of this formula, charge and spin) = 97.8 kcal/mol
LUMO level = -0.140 hartree
F_max = 5.13 eV Å⁻¹
highest occupied orbital energy = -12.969 eV
charge = +1
structure (SMILES) = C=C1N=CN(C)[N@H+]1C
calculated total energy = -360.4193 hartree

No. 9
Here is an isolated ion of composition C5H10N3 and charge +1 at a distorted geometry from the Open Molecules 2025 dataset. Energies are from ωB97M-V/def2-TZVPD.

Geometry as XYZ:
```
18
Properties=species:S:1:pos:R:3:mulliken_charge:R:1
C -1.232 1.014 -0.127 -0.493
C 0.079 1.008 -0.134 -0.201
C -1.972 -0.131 -0.069 0.354
C 1.378 -0.113 1.341 -0.793
C 1.761 -0.485 -1.207 -0.877
N -0.080 -1.339 -0.046 -1.034
N -3.195 -0.601 -0.050 -0.342
N 0.759 -0.349 0.035 0.809
H -1.785 2.044 -0.293 0.278
H 0.758 1.853 -0.255 0.476
H 2.253 0.716 1.306 0.308
H 0.678 0.252 2.033 0.340
H 1.773 -1.011 1.550 0.398
H 1.282 -0.681 -2.071 0.367
H 2.263 0.380 -1.341 0.427
H 2.392 -1.263 -0.906 0.373
H -3.882 0.110 -0.334 0.294
H -3.230 -1.404 0.565 0.316
```

Summary:
relative energy (zero: lowest compared OMol25 entry of this formula, charge and spin) = 207.2 kcal/mol
LUMO level (alpha / beta) = -0.185 / -0.177 hartree
F_max = 5.56 eV Å⁻¹
highest occupied orbital energy (alpha / beta) = -11.824 / -13.114 eV
charge = +1
calculated total energy = -360.2449 hartree

No. 10
Here is an isolated ion of composition C5H10N3 and charge +1 at a distorted geometry from the Open Molecules 2025 dataset. Energies are from ωB97M-V/def2-TZVPD.

Geometry as XYZ:
```
18
Properties=species:S:1:pos:R:3:mulliken_charge:R:1
C 0.621 0.000 1.162 0.182
C 0.613 0.630 -1.221 -0.766
C 0.281 -0.838 -1.047 -0.225
C -0.223 0.155 -0.003 0.928
C -1.606 0.687 0.119 -1.697
N 1.870 -1.185 0.740 -0.802
N 0.854 0.638 2.228 -0.299
N 1.347 -1.730 -0.494 0.156
H 1.633 0.985 -1.069 0.321
H -0.101 1.175 -1.906 0.295
H -0.315 -1.429 -1.761 0.362
H -1.634 1.730 0.271 0.434
H -2.249 0.014 0.801 0.349
H -2.024 0.530 -0.858 0.426
H 0.308 1.452 2.537 0.290
H 1.839 0.491 2.544 0.321
H 0.865 -2.625 -0.255 0.367
H 2.125 -1.974 -1.103 0.357
```

Summary:
relative energy (zero: lowest compared OMol25 entry of this formula, charge and spin) = 117.0 kcal/mol
LUMO level = -0.131 hartree
F_max = 8.38 eV Å⁻¹
highest occupied orbital energy = -12.639 eV
charge = +1
structure (SMILES) = C[C@]12C[C@H]1[NH2+]N=C2N
calculated total energy = -360.3886 hartree

No. 11
Here is a 2-piece molecular cluster, C5H10N3 overall at a distorted geometry from the Open Molecules 2025 dataset. Energies are from ωB97M-V/def2-TZVPD.

Geometry as XYZ:
```
18
Properties=species:S:1:pos:R:3:mulliken_spin:R:1
C -0.027 1.192 -1.435 0.013
C 0.917 0.640 -0.347 0.051
C 0.506 -0.685 0.219 0.284
C -0.199 -0.962 1.451 0.367
N -0.246 -2.286 1.535 -0.028
C 0.303 -2.774 0.366 0.335
N 0.665 -1.813 -0.478 -0.069
N -1.274 1.561 -0.844 0.002
H -0.035 0.441 -2.240 -0.004
H 0.543 2.035 -1.849 0.005
H 0.786 1.351 0.526 0.002
H 2.005 0.674 -0.430 0.011
H -0.562 -0.220 2.147 0.018
H -0.584 -2.842 2.315 -0.003
H 0.355 -3.829 0.130 0.013
H -0.324 3.096 0.624 0.002
H -1.056 2.335 -0.113 0.002
H -1.776 2.086 -1.577 0.000
```

Summary:
relative energy (zero: lowest compared OMol25 entry of this formula, charge and spin) = 164.6 kcal/mol
LUMO level (alpha / beta) = -0.493 / -0.493 hartree
F_max = 2.90 eV Å⁻¹
highest occupied orbital energy (alpha / beta) = -18.918 / -19.744 eV
charge = +2
multiplicity = 2
calculated total energy = -359.8613 hartree

No. 12
Here is a 2-piece molecular cluster, C5H10N3O overall at a distorted geometry from the Open Molecules 2025 dataset. Energies are from ωB97M-V/def2-TZVPD.

Geometry as XYZ:
```
19
Properties=species:S:1:pos:R:3:mulliken_charge:R:1
C -0.825 -3.493 0.326 0.781
C 0.170 1.060 -0.936 0.421
C -1.466 -4.443 -0.185 -0.910
C -0.723 3.145 -2.032 -0.775
C 1.462 0.150 2.225 -0.780
N 0.330 0.688 0.182 0.290
N 0.023 1.872 -1.925 -0.256
N 0.407 0.063 1.271 -0.301
O -0.388 -2.562 0.788 -0.412
H -2.461 -4.176 -0.442 0.247
H -0.976 -5.445 -0.409 0.242
H -0.844 3.280 -3.162 0.273
H -1.430 3.155 -1.344 0.364
H 0.113 3.906 -1.776 0.319
H 1.561 -0.811 2.623 0.329
H 2.261 0.523 1.706 0.359
H 1.227 0.953 2.975 0.269
H 0.428 1.680 -2.805 0.268
H -0.263 -0.583 1.420 0.271
```

Summary:
relative energy (zero: lowest compared OMol25 entry of this formula, charge and spin) = 117.6 kcal/mol
LUMO level = -0.117 hartree
F_max = 7.28 eV Å⁻¹
highest occupied orbital energy = -12.351 eV
charge = +1
calculated total energy = -435.6146 hartree

Q: Which of these has the lowest F_max?
A: number 11

Q: Among the records above, which one has the highest charge?
A: number 11